C46H35AsCl3N4P2ReSe2 as an isolated structure in a non-equilibrium geometry. Source: the Open Molecules 2025 dataset; level of theory: wB97M-V/def2-TZVPD.

XYZ file:
```
94
Properties=species:S:1:pos:R:3:mulliken_spin:R:1
C 6.79 3.76 3.48 0.003
H 1.93 4.02 1.62 0.012
Cl -5.10 -0.53 1.08 -0.001
H -2.54 1.56 -4.37 0.000
C -1.41 3.50 2.48 0.062
H 8.23 -0.69 3.11 -0.002
H -3.71 6.49 1.74 0.000
C -2.93 0.41 -0.03 0.066
C 3.17 2.24 6.53 0.000
H 3.69 -4.72 6.18 0.000
C -2.28 2.43 -3.79 0.001
N -1.82 0.61 0.21 -0.076
C 2.28 3.65 4.79 0.001
C 6.41 1.12 4.27 -0.008
C -2.21 4.83 -3.52 -0.001
C -2.24 4.00 3.48 0.016
C 3.40 -3.86 5.60 0.000
N 2.81 1.20 -0.23 0.043
H 0.68 -2.58 4.03 -0.007
C 2.63 -1.65 4.14 0.002
Re 0.09 0.85 0.61 2.085
C 2.42 1.27 4.47 -0.002
H 6.95 4.79 3.18 0.000
H 2.97 4.36 6.69 0.000
C 2.22 4.39 0.65 -0.006
C -3.06 5.65 1.95 0.002
C 4.20 0.43 1.26 -0.002
C 2.94 5.38 -1.84 0.002
H 5.68 -4.64 1.55 0.000
Se -0.05 -0.19 2.81 -0.020
P 2.12 -0.12 3.37 -0.028
C -1.40 4.08 1.22 -0.072
C 3.80 5.51 -0.77 -0.003
C 6.45 -1.40 2.10 0.018
N 2.09 0.81 0.81 -0.095
Cl -4.45 -0.81 -1.76 0.009
C 7.66 -1.56 2.79 0.001
H -0.78 2.65 2.69 0.001
H -2.25 5.63 -0.02 0.000
C -3.07 5.07 3.21 0.001
C -1.53 4.68 -2.32 -0.002
H 9.08 -2.96 3.54 0.000
H 6.76 1.82 6.26 0.000
Cl -5.02 1.83 -0.64 0.006
H -1.36 1.29 -2.23 0.021
C -2.59 3.70 -4.25 0.000
H 4.81 -2.37 1.10 0.000
C 1.35 4.25 -0.43 0.006
P 5.96 0.26 1.64 -0.015
C 6.68 2.09 5.21 0.002
H 4.63 -0.93 4.45 0.001
C 5.74 -2.51 1.65 -0.005
C -4.33 0.22 -0.33 -0.003
H -2.23 3.54 4.46 0.001
C 2.07 2.54 4.00 -0.053
C 6.52 2.80 2.53 -0.001
H -1.21 5.56 -1.78 0.001
C 8.14 -2.84 3.03 0.005
C 1.71 4.74 -1.69 -0.002
C 6.88 3.41 4.82 0.000
H -3.12 3.82 -5.18 0.000
C -1.25 3.41 -1.84 -0.007
H 4.11 5.12 1.33 0.000
C -1.60 2.28 -2.58 0.005
H -3.73 5.45 3.98 0.000
C 2.83 3.50 6.06 0.001
C 2.92 0.32 1.80 -0.002
N 4.05 0.99 0.02 0.045
C 7.42 -3.94 2.58 0.001
H 4.75 6.00 -0.90 0.000
H 3.21 5.78 -2.81 0.000
H 6.28 0.09 4.58 -0.001
H 2.01 4.63 4.42 0.000
C 6.23 -3.78 1.90 0.001
H -2.44 5.82 -3.90 0.000
C 2.96 1.11 5.74 0.000
C 4.32 -2.85 5.35 0.000
H 1.05 4.63 -2.53 0.000
H 7.13 4.16 5.56 0.000
C 6.33 1.47 2.92 0.000
As -0.30 3.27 -0.17 -0.029
H 1.38 -4.56 5.33 0.000
Se 6.76 0.80 -0.33 0.956
H 3.20 0.13 6.13 0.000
C -2.23 5.16 0.95 -0.002
C 1.70 -2.66 4.40 0.006
C 3.93 -1.74 4.63 0.002
C 3.44 5.01 0.48 0.003
H 7.81 -4.93 2.77 0.000
H 6.48 3.06 1.48 -0.007
H 3.58 2.12 7.53 0.000
H 5.33 -2.92 5.73 0.000
H 1.62 2.63 3.02 0.065
C 2.10 -3.77 5.12 0.000
```

## Properties
LUMO (spin up / spin down)   -10.06 / -9.61 eV
Highest occupied orbital energy (spin up / spin down)   -16.13 / -16.02 eV
⟨S²⟩   3.80
Molecular weight   1231.2 g/mol
Net charge   +3
HOMO-LUMO gap (spin up / spin down)   6.073 / 6.413 eV
Energy   -11172.1546 a.u.
2S+1   4


A 2-piece molecular cluster, C2H7NOSi overall in a non-equilibrium geometry. Source: the Open Molecules 2025 dataset; level of theory: wB97M-V/def2-TZVPD.

XYZ file:
```
12
Properties=species:S:1:pos:R:3:nbo_charge:R:1
C -1.60 0.86 0.67 -0.339
H 0.11 -0.05 -2.69 -0.201
H -2.35 -0.12 2.58 0.196
C -1.59 0.02 1.70 -0.522
H 2.50 0.11 0.14 0.402
O 0.43 -1.49 -0.91 -1.111
H -0.10 -1.82 -0.27 0.501
Si 0.62 0.06 -1.37 1.599
H -0.76 -0.63 1.84 0.183
N 2.25 0.41 -0.75 -1.298
H 2.84 1.26 -1.03 0.403
H -2.35 1.39 0.07 0.188
```

## Properties
LUMO (spin up / spin down)   0.07 / 0.00 eV
Highest occupied orbital energy (spin up / spin down)   -7.83 / -7.06 eV
Molecular weight   89.2 g/mol
Net charge   0
HOMO-LUMO gap (spin up / spin down)   7.905 / 7.058 eV
Energy   -499.7706 a.u.


C55H52FKN4OP4 as an isolated structure in a non-equilibrium geometry. Source: the Open Molecules 2025 dataset; level of theory: wB97M-V/def2-TZVPD.

XYZ file:
```
118
Properties=species:S:1:pos:R:3:mulliken_charge:R:1
C 0.50 -7.51 1.22 -0.486
H -2.47 4.56 3.51 0.277
C -1.76 -0.36 -5.67 -0.357
C -0.40 -5.39 1.96 0.100
C -4.21 4.94 -5.68 -0.396
C -1.90 0.19 -4.44 0.282
C -1.75 -1.64 0.57 -0.138
O 2.09 -0.61 -3.56 -0.785
C 2.68 -1.86 4.18 -0.499
C 1.83 3.29 -6.62 -0.764
H -2.26 -1.95 -7.00 0.361
P -0.16 -3.54 1.88 1.002
H 2.23 0.21 1.48 -0.577
P 0.83 2.22 0.81 0.530
N 3.98 -2.47 3.91 0.139
H 3.45 1.23 3.28 0.381
H -1.27 2.42 -0.54 0.651
H -2.38 -3.69 0.98 0.666
H 0.72 5.40 -2.88 0.605
H -3.60 1.67 -6.14 0.311
C -1.86 -1.26 4.99 -0.905
C -0.94 -3.01 3.48 0.511
N 4.99 -0.20 3.57 -0.103
C 5.00 -1.52 4.27 -0.949
C -2.99 -1.01 0.68 -1.382
H 4.99 -3.38 2.31 0.430
H 5.95 -1.95 4.07 0.465
C -3.35 2.67 -5.79 -0.486
C -2.61 -0.55 -3.40 -0.604
N 2.47 -0.58 3.50 0.221
C -1.56 -7.46 2.35 -0.690
C -1.08 -3.35 5.89 -0.842
C 0.96 5.23 -1.86 -0.544
C 0.60 -6.16 1.36 -0.605
H 2.52 -1.73 5.22 0.268
C 1.41 5.01 0.87 -0.434
C -0.60 1.56 -0.33 1.078
C -1.51 -3.14 0.66 -0.841
H -1.95 3.11 5.61 0.426
C 3.57 0.32 3.82 -1.048
C 1.18 0.26 -3.67 -0.508
C -3.20 -1.74 -3.78 -0.171
H -1.30 3.98 1.52 0.525
H 1.35 -8.05 0.83 0.356
C 0.12 1.72 3.46 0.338
H -2.71 -0.13 -2.42 0.276
C -1.81 3.66 3.53 -0.823
C -2.28 3.00 -4.90 -0.099
H -1.24 0.21 -6.47 0.285
C -0.58 1.91 4.62 -0.817
C 5.22 -0.42 2.14 -0.815
H 3.82 2.55 -6.68 0.358
C 4.05 -2.87 2.52 -0.654
C -1.09 3.44 2.39 -0.258
H 5.16 0.55 1.63 0.415
H 6.22 -0.87 2.03 0.423
H 1.53 7.29 -1.57 0.309
H 1.65 -1.48 1.78 -0.675
H 1.87 7.08 0.86 0.321
C 0.33 2.07 -5.16 0.210
H -0.62 -9.31 1.54 0.294
H -4.95 5.70 -6.04 0.250
C -1.50 2.91 4.67 -0.545
P -1.14 1.84 -4.05 1.653
H 3.22 -3.57 2.41 0.301
H -3.74 -2.32 -3.02 0.377
H 0.53 3.17 -1.88 0.142
C -4.27 3.66 -6.16 -0.595
C -3.16 -2.21 -5.09 -0.711
C -2.28 4.29 -4.39 -0.246
H -1.97 -1.82 7.06 0.375
C 1.42 1.30 -4.74 0.615
C -1.36 0.43 0.26 0.000
H -1.05 -3.61 -0.22 0.365
C 1.35 6.32 -1.10 -0.508
C -1.45 -6.08 2.49 0.019
H -0.43 -4.82 4.48 0.416
H -0.83 -4.06 6.67 0.356
H 3.59 0.51 4.87 0.451
F 1.06 -3.99 -0.66 -0.886
H -2.13 -5.60 3.14 0.522
H 0.86 0.86 3.46 0.326
H -0.19 1.23 -1.30 -0.938
H 3.47 0.88 -4.83 0.288
H 4.91 -1.41 5.41 0.256
H 2.03 4.13 -7.27 0.382
H -3.58 -3.17 -5.32 0.357
C -1.48 -1.71 3.71 -0.168
C 0.95 3.91 0.14 0.067
H -1.62 -1.02 2.90 0.139
H 1.66 4.80 1.91 0.346
C -3.21 5.27 -4.78 -0.670
H 1.46 -5.76 0.90 0.324
C 0.79 4.00 -1.24 0.088
H 1.87 -2.54 3.85 -0.216
H -0.27 3.68 -6.43 0.323
C -2.75 0.36 0.49 -1.692
K 0.85 -1.87 -1.72 0.703
C -1.63 -2.09 6.08 -0.684
H -3.93 -1.52 0.90 0.332
C -0.07 2.48 2.36 0.054
C 2.86 2.46 -6.21 -0.490
H -3.46 1.14 0.41 0.528
C 2.64 1.44 -5.31 -0.506
C 1.60 6.22 0.24 -0.574
C 0.57 3.07 -6.09 -0.724
H -1.55 4.52 -3.61 0.343
H -2.39 -0.32 5.04 0.580
N -0.77 -0.79 0.29 0.785
H -5.06 3.44 -6.85 0.390
C -0.83 -3.83 4.61 -0.652
C -0.63 -8.21 1.68 -0.526
H -2.41 -7.96 2.79 0.339
H -3.21 6.27 -4.36 0.405
C 2.44 -0.75 2.00 1.574
C -2.37 -1.51 -6.01 -0.480
H -0.29 1.27 5.45 0.550
P 4.01 -1.55 1.25 -0.068
```

## Properties
LUMO   4.03 eV
Highest occupied orbital energy   -1.41 eV
Molecular weight   967.0 g/mol
Net charge   -2
HOMO-LUMO gap   5.440 eV
Energy   -4486.4912 a.u.


An isolated ion of composition C13H22N3O5S and charge -1 in a non-equilibrium geometry. Source: the Open Molecules 2025 dataset; level of theory: wB97M-V/def2-TZVPD.

XYZ file:
```
44
Properties=species:S:1:pos:R:3:nbo_charge:R:1
S -1.29 1.79 4.39 0.167
H 4.21 0.51 -2.73 0.197
C 1.73 -0.28 -1.50 -0.129
H -0.21 -1.69 1.74 0.220
C 3.21 -0.75 -1.35 -0.381
C -2.82 -2.39 2.02 0.674
O 1.66 2.07 -0.90 -0.690
C 3.41 -1.17 -3.88 0.756
C -4.31 -2.65 1.84 -0.700
N -2.20 -1.63 1.12 -0.603
H 5.01 -1.03 -2.55 0.213
H -0.56 -0.49 4.01 0.229
H 2.43 3.30 -4.05 0.193
N 1.00 -0.64 -0.25 -0.576
N 1.60 1.57 -3.09 -0.611
H -4.70 -3.06 2.77 0.236
C 1.53 2.98 -3.57 -0.415
H -4.47 -3.37 1.06 0.227
C -0.32 -0.63 -0.09 0.689
O 2.80 -0.40 -4.64 -0.807
H -2.75 -1.22 0.37 0.416
C -0.89 -1.00 1.26 -0.133
H 0.70 3.03 -4.27 0.191
H -4.80 -1.73 1.56 0.210
C -0.99 0.29 2.06 -0.417
C -1.31 0.15 3.56 -0.497
H -3.49 1.81 3.27 0.215
H 1.23 -0.83 -2.28 0.236
H -1.73 0.94 1.66 0.209
C -2.76 2.54 3.63 -0.752
H -2.33 -0.24 3.69 0.213
H 1.54 -0.73 0.55 0.386
H 3.24 -1.82 -1.06 0.217
O 3.50 -2.41 -3.98 -0.760
C 4.03 -0.54 -2.63 -0.519
H -3.25 3.21 4.34 0.223
H 3.64 -0.19 -0.54 0.195
H 1.73 0.89 -3.81 0.454
O -2.29 -2.83 3.01 -0.654
H -0.05 0.84 1.99 0.227
C 1.60 1.22 -1.80 0.663
O -1.10 -0.30 -0.96 -0.647
H -2.48 3.16 2.80 0.215
H 1.30 3.72 -2.78 0.220
```

## Properties
LUMO   2.42 eV
Highest occupied orbital energy   -4.91 eV
Molecular weight   332.4 g/mol
Net charge   -1
SMILES string   CNC(=O)[C@@H](CCC(=O)[O-])NC(=O)[C@@H](CCSC)NC(C)=O
HOMO-LUMO gap   7.328 eV
Energy   -1447.3659 a.u.